# 1
# C66H73N4O4

A 2-piece molecular cluster, C66H73N4O4 overall (the ωB97M-V functional and the def2-TZVPD basis, OMol25).

CARTESIAN COORDINATES (ANGSTROEM)
C: 2.605 2.190 -1.849
C: 3.558 1.099 -2.302
C: 2.756 -0.131 -2.730
C: 4.281 1.662 -3.535
C: 4.610 0.678 -1.232
C: 5.681 -0.068 -1.747
C: 6.860 -0.194 -1.033
C: 6.942 0.356 0.247
C: 5.825 0.869 0.899
C: 5.986 1.243 2.407
C: 5.858 2.755 2.608
C: 7.370 0.898 2.976
C: 4.999 0.416 3.228
C: 4.606 0.965 0.156
N: 3.394 1.436 0.808
C: 2.213 0.802 1.131
C: 1.881 -0.519 0.880
C: 1.047 -1.331 1.718
C: 1.132 -1.317 3.139
C: 0.185 -1.978 3.895
C: -0.887 -2.591 3.207
N: -2.196 -2.532 3.755
O: -3.151 -2.803 2.983
O: -2.347 -2.145 4.935
C: -0.815 -2.864 1.829
C: 0.155 -2.238 1.086
N: 1.402 1.800 1.671
C: 0.156 1.640 2.386
C: 0.096 1.749 3.808
C: 1.131 2.270 4.868
C: 0.517 3.471 5.610
C: 2.484 2.723 4.361
C: 1.393 1.139 5.875
C: -1.097 1.344 4.438
C: -2.128 0.738 3.747
C: -2.044 0.633 2.365
C: -1.019 1.280 1.661
C: -1.307 1.578 0.152
C: -2.821 1.554 -0.107
C: -0.680 0.531 -0.760
C: -0.798 2.949 -0.281
C: 2.055 3.024 1.436
C: 1.538 4.380 1.650
C: 0.307 4.721 2.264
C: -0.104 6.053 2.332
C: 0.724 7.075 1.854
C: 1.959 6.761 1.269
C: 2.360 5.429 1.160
N: 3.258 2.817 0.938
H: 3.134 3.072 -1.474
H: 1.977 2.501 -2.699
H: 1.926 1.829 -1.076
H: 3.418 -0.904 -3.138
H: 2.216 -0.557 -1.874
H: 2.020 0.145 -3.497
H: 4.908 0.916 -4.033
H: 3.543 2.018 -4.266
H: 4.912 2.512 -3.246
H: 5.620 -0.492 -2.754
H: 7.737 -0.674 -1.478
H: 7.909 0.352 0.752
H: 4.969 3.185 2.151
H: 5.864 2.997 3.682
H: 6.728 3.247 2.149
H: 7.610 -0.161 2.858
H: 8.159 1.503 2.518
H: 7.380 1.119 4.053
H: 5.315 -0.638 3.207
H: 4.964 0.752 4.274
H: 3.993 0.446 2.808
H: 2.488 -1.016 0.123
H: 1.958 -0.776 3.610
H: 0.172 -1.980 4.983
H: -1.591 -3.487 1.392
H: 0.234 -2.379 0.004
H: -0.396 3.202 6.150
H: 1.233 3.866 6.342
H: 0.276 4.275 4.905
H: 2.982 1.950 3.767
H: 2.427 3.651 3.786
H: 3.137 2.927 5.225
H: 1.745 0.236 5.360
H: 2.165 1.447 6.595
H: 0.492 0.872 6.440
H: -1.218 1.457 5.519
H: -3.011 0.380 4.279
H: -2.855 0.106 1.855
H: -3.351 2.202 0.603
H: -3.035 1.922 -1.118
H: -3.235 0.539 -0.046
H: 0.394 0.461 -0.578
H: -1.113 -0.463 -0.593
H: -0.823 0.811 -1.815
H: 0.287 3.021 -0.191
H: -1.057 3.112 -1.336
H: -1.244 3.746 0.323
H: -0.329 3.934 2.668
H: -1.075 6.289 2.776
H: 0.408 8.120 1.942
H: 2.616 7.548 0.897
H: 3.303 5.157 0.687
C: -5.199 0.841 -8.618
O: -4.185 1.022 -7.603
C: -4.134 0.175 -6.544
C: -3.116 0.411 -5.584
C: -3.041 -0.358 -4.443
C: -3.947 -1.420 -4.206
C: -3.818 -2.270 -3.015
C: -2.533 -2.406 -2.433
C: -2.170 -2.902 -1.177
C: -1.305 -4.066 -1.096
C: -1.573 -5.148 -0.211
C: -0.719 -6.247 -0.157
C: 0.439 -6.276 -0.940
C: 0.708 -5.229 -1.829
C: -0.174 -4.156 -1.943
C: -4.996 -3.033 -2.595
C: -6.293 -2.469 -2.763
C: -7.439 -3.212 -2.620
C: -7.336 -4.589 -2.301
O: -8.484 -5.312 -2.387
C: -8.404 -6.750 -2.387
C: -6.071 -5.135 -1.960
C: -4.930 -4.346 -2.085
C: -4.916 -1.678 -5.209
C: -5.041 -0.888 -6.340
H: -4.992 1.642 -9.329
H: -5.104 -0.139 -9.108
H: -6.210 0.953 -8.203
H: -2.415 1.224 -5.762
H: -2.265 -0.148 -3.705
H: -1.708 -2.123 -3.092
H: -2.745 -2.614 -0.293
H: -2.459 -5.093 0.432
H: -0.968 -7.075 0.513
H: 1.127 -7.113 -0.861
H: 1.614 -5.242 -2.432
H: 0.006 -3.355 -2.661
H: -6.385 -1.426 -3.058
H: -8.422 -2.786 -2.802
H: -9.444 -7.057 -2.491
H: -7.808 -7.118 -3.234
H: -7.985 -7.133 -1.446
H: -5.995 -6.175 -1.623
H: -3.960 -4.780 -1.849
H: -5.583 -2.532 -5.122
H: -5.842 -1.084 -7.056

As for the net charge: +1. The HOMO-LUMO gap is 3.682 eV.


# 2
# C66H74AsGe2N4RuS5Si2

C66H74AsGe2N4RuS5Si2 as an isolated structure (the ωB97M-V functional and the def2-TZVPD basis, OMol25).

CARTESIAN COORDINATES (ANGSTROEM)
Ru: 2.309 1.687 1.183
S: 3.010 7.716 5.798
N: 2.265 6.303 6.028
C: 2.445 5.544 4.957
C: 2.016 4.189 4.784
C: 1.317 3.470 5.752
C: 1.046 2.135 5.511
C: 1.514 1.548 4.342
N: 2.165 2.217 3.400
C: 2.380 3.541 3.580
C: 3.003 4.260 2.506
N: 3.095 3.640 1.301
C: 3.711 4.289 0.310
C: 4.276 5.543 0.445
C: 4.145 6.218 1.648
C: 3.482 5.579 2.691
C: 3.218 6.201 3.953
N: 3.589 7.418 4.322
H: 1.038 3.967 6.668
H: 0.521 1.536 6.235
H: 1.370 0.489 4.163
H: 3.766 3.775 -0.644
H: 4.782 5.991 -0.393
H: 4.526 7.215 1.788
C: -1.550 5.991 -1.834
C: -2.118 4.838 -1.064
C: -2.964 3.917 -1.664
C: -3.528 2.876 -0.943
C: -4.492 1.924 -1.586
C: -3.224 2.758 0.416
C: -2.401 3.695 1.048
C: -2.174 3.647 2.531
C: -1.846 4.715 0.292
C: -3.845 1.678 1.212
C: -5.083 1.903 1.801
C: -5.683 0.919 2.564
C: -5.043 -0.291 2.739
C: -3.797 -0.539 2.164
C: -3.207 0.453 1.390
Ge: -1.433 0.180 0.463
S: 0.035 1.768 1.087
S: -0.588 -1.912 0.684
Ge: 0.090 -1.613 -1.532
S: 2.485 -0.501 0.295
S: -1.377 0.208 -1.799
C: -0.580 -3.146 -2.753
C: -0.036 -4.389 -2.445
C: -0.258 -5.468 -3.293
C: -1.017 -5.299 -4.438
C: -1.560 -4.063 -4.731
C: -1.333 -2.963 -3.905
C: -1.955 -1.677 -4.293
C: -1.229 -0.732 -5.019
C: 0.197 -1.005 -5.385
C: -1.854 0.431 -5.434
C: -3.190 0.675 -5.145
C: -3.840 1.938 -5.624
C: -3.900 -0.278 -4.433
C: -3.304 -1.456 -4.006
C: -4.098 -2.490 -3.265
C: 0.667 -4.551 -1.154
C: 1.986 -4.140 -0.970
C: 2.838 -3.688 -2.122
C: 2.535 -4.199 0.306
C: 1.804 -4.652 1.390
C: 2.371 -4.644 2.776
C: 0.510 -5.111 1.176
C: -0.068 -5.070 -0.079
C: -1.481 -5.520 -0.284
C: -3.222 -1.867 2.481
C: -3.735 -3.000 1.844
C: -4.638 -2.846 0.658
C: -3.386 -4.254 2.314
C: -2.529 -4.413 3.394
C: -2.244 -5.777 3.947
C: -1.978 -3.279 3.973
C: -2.324 -2.008 3.542
C: -1.760 -0.792 4.216
H: -1.827 5.946 -2.883
H: -0.464 6.009 -1.761
H: -1.919 6.929 -1.420
H: -3.193 4.013 -2.716
H: -4.678 2.199 -2.621
H: -5.439 1.915 -1.048
H: -4.099 0.907 -1.573
H: -2.147 2.623 2.900
H: -2.990 4.158 3.043
H: -1.239 4.140 2.793
H: -1.201 5.440 0.772
H: -5.559 2.861 1.651
H: -6.647 1.095 3.018
H: -5.493 -1.069 3.340
H: 0.183 -6.425 -3.052
H: -1.187 -6.134 -5.102
H: -2.156 -3.918 -5.623
H: 0.245 -1.827 -6.099
H: 0.769 -1.299 -4.505
H: 0.651 -0.126 -5.835
H: -1.294 1.154 -6.009
H: -3.242 2.802 -5.339
H: -4.840 2.046 -5.210
H: -3.922 1.933 -6.711
H: -4.947 -0.112 -4.220
H: -5.062 -2.086 -2.961
H: -3.557 -2.839 -2.385
H: -4.275 -3.359 -3.902
H: 2.238 -3.549 -3.020
H: 3.600 -4.439 -2.333
H: 3.344 -2.753 -1.877
H: 3.557 -3.877 0.449
H: 3.354 -4.181 2.797
H: 2.454 -5.660 3.159
H: 1.709 -4.090 3.441
H: -0.063 -5.482 2.013
H: -1.821 -6.105 0.565
H: -1.580 -6.115 -1.189
H: -2.132 -4.651 -0.387
H: -4.166 -2.207 -0.090
H: -5.581 -2.375 0.936
H: -4.856 -3.810 0.205
H: -3.816 -5.124 1.841
H: -2.313 -6.537 3.172
H: -2.982 -6.015 4.715
H: -1.259 -5.822 4.408
H: -1.290 -3.388 4.801
H: -1.148 -1.075 5.070
H: -2.559 -0.134 4.556
H: -1.140 -0.224 3.516
C: 6.022 -1.872 0.150
Si: 5.878 -0.107 0.867
C: 7.410 0.992 0.554
C: 5.250 -0.038 2.677
As: 3.995 0.926 -0.323
Si: 3.241 1.589 -2.575
C: 4.534 2.804 -3.302
C: 1.558 2.425 -2.230
C: 3.220 -0.056 -3.536
H: 6.804 -2.445 0.639
H: 6.243 -1.842 -0.917
H: 5.079 -2.398 0.282
H: 8.279 0.574 1.049
H: 7.265 2.002 0.930
H: 7.630 1.058 -0.508
H: 5.540 -0.917 3.246
H: 4.154 0.008 2.683
H: 5.620 0.839 3.204
H: 4.307 3.840 -3.067
H: 4.542 2.717 -4.383
H: 5.536 2.583 -2.938
H: 1.558 2.955 -1.270
H: 0.761 1.681 -2.175
H: 1.275 3.139 -3.000
H: 4.228 -0.444 -3.661
H: 2.785 0.068 -4.521
H: 2.630 -0.796 -2.996

Its expectation value of S² is 6.0408. As for the net charge: +1. Its spin multiplicity is 5. The HOMO-LUMO gap (alpha / beta) is 5.695 / 5.820 eV.


How do the records compare in E_tot? In the order shown, they have -83764.9024 -321990.9536 eV.
How do the records compare in maximum force? In the order shown, they have 0.047 0.037 hartree/bohr.